# 1
Density functional theory data (ωB97M-V/def2-TZVPD) for a molecular structure, C21H31GdNP2S.

Each line ends with the Löwdin charge.
Element x y z (Å)
C (2.472, -3.546, -1.129)  -0.05
C (2.288, -2.302, -0.539)  -0.23
C (2.350, -1.140, -1.384)  -0.17
C (2.027, -1.299, -2.791)  -0.15
C (1.850, -2.626, -3.270)  -0.03
C (2.206, -3.728, -2.484)  -0.07
C (1.763, -0.160, -3.548)  0.06
C (1.796, 1.106, -2.937)  -0.15
C (2.184, 1.184, -1.540)  -0.18
C (1.967, 2.409, -0.810)  -0.24
C (1.857, 3.602, -1.514)  -0.04
C (1.501, 3.545, -2.874)  -0.06
C (1.372, 2.314, -3.524)  -0.04
H (2.818, -4.377, -0.509)  0.13
H (1.302, -2.743, -4.200)  0.11
H (2.322, -4.709, -2.949)  0.11
H (1.134, -0.248, -4.493)  0.15
H (2.030, 4.536, -0.991)  0.12
H (1.404, 4.492, -3.426)  0.12
H (0.784, 2.251, -4.439)  0.11
N (2.515, 0.086, -0.840)  0.17
Gd (-2.345, -0.860, 0.250)  0.83
C (1.886, -2.130, 0.906)  -0.28
H (2.338, -1.230, 1.334)  0.08
H (2.109, -3.019, 1.518)  0.10
C (1.750, 2.343, 0.669)  -0.28
H (2.439, 1.619, 1.139)  0.08
H (1.795, 3.326, 1.174)  0.10
P (0.062, -1.874, 0.975)  0.67
P (0.013, 1.580, 0.933)  0.83
C (-0.928, 3.165, 0.758)  -0.28
H (-1.899, 3.072, 1.253)  0.01
H (-0.369, 3.990, 1.212)  0.05
H (-1.077, 3.369, -0.306)  0.04
C (0.100, 1.552, 2.785)  -0.30
H (0.208, 2.583, 3.171)  0.06
H (-0.832, 1.103, 3.184)  0.01
H (0.983, 0.955, 3.083)  0.03
C (-0.545, -3.575, 0.614)  -0.30
H (-0.034, -4.235, 1.327)  0.05
H (-1.639, -3.672, 0.757)  0.01
H (-0.250, -3.876, -0.399)  0.04
C (-0.186, -1.870, 2.812)  -0.27
H (-1.241, -1.673, 3.108)  0.03
H (0.116, -2.876, 3.152)  0.05
H (0.493, -1.121, 3.261)  0.03
H (-1.290, 0.117, -1.079)  -0.13
H (-1.594, 0.880, -1.077)  0.00
C (-4.429, -0.707, 2.402)  -0.41
S (-3.506, 0.861, 2.070)  0.67
C (-4.386, 1.481, 0.609)  -0.43
H (-3.771, -1.593, 2.539)  0.02
H (-5.245, -0.888, 1.688)  0.05
H (-4.847, -0.413, 3.360)  0.04
H (-5.316, 0.934, 0.386)  0.05
H (-4.691, 2.464, 0.972)  0.04
H (-3.814, 1.570, -0.352)  0.02

The calculation puts the total energy at -2719.72038 Ha. The LUMO energy (spin up / spin down) is -3.29 / -3.29 eV. As for the spin multiplicity: 8. For the molar mass, the calculation gives 548.8 g mol⁻¹. The energy relative to the best compared isomer or geometry (same formula, charge and spin) comes out at 0.00 kJ/mol. Its net charge is +1.

---

# 2
Density functional theory data (ωB97M-V/def2-TZVPD) for C21H31N3O4 in the gas phase.

Each line ends with the Löwdin charge.
Element x y z (Å)
C (4.058, 1.389, 2.295)  -0.07
H (4.625, 0.901, 3.094)  0.10
O (3.164, 0.499, 1.673)  -0.10
C (3.654, -0.582, 1.009)  -0.22
C (5.002, -0.916, 0.954)  -0.02
C (5.416, -2.051, 0.277)  -0.09
C (4.492, -2.870, -0.343)  -0.10
C (3.149, -2.533, -0.295)  -0.06
C (2.708, -1.394, 0.358)  -0.14
C (1.241, -1.027, 0.340)  -0.11
N (0.846, 0.000, -0.607)  -0.10
C (1.157, -0.238, -1.991)  -0.15
C (2.577, 0.197, -2.374)  -0.15
N (2.782, 1.550, -1.913)  0.10
C (2.114, 2.166, -0.916)  -0.45
O (2.367, 3.320, -0.618)  0.05
C (1.023, 1.380, -0.203)  -0.22
C (-0.314, 2.132, -0.351)  -0.03
C (-1.284, 1.631, 0.706)  -0.45
O (-0.904, 1.116, 1.741)  0.06
N (-2.604, 1.787, 0.431)  -0.09
C (-3.092, 2.517, -0.714)  -0.05
H (-2.966, 1.958, -1.647)  0.09
H (-2.574, 3.473, -0.811)  0.09
H (-4.153, 2.716, -0.579)  0.09
C (-3.560, 1.204, 1.350)  -0.12
H (-4.428, 1.863, 1.433)  0.13
C (-4.018, -0.214, 0.968)  -0.29
C (-4.907, -0.257, -0.277)  -0.14
C (-5.315, -1.708, -0.550)  -0.22
O (-4.196, -2.539, -0.739)  -0.13
C (-3.357, -2.553, 0.396)  -0.21
C (-2.836, -1.159, 0.741)  -0.13
H (-2.207, -1.205, 1.630)  0.12
H (-2.224, -0.794, -0.085)  0.12
H (-2.535, -3.227, 0.147)  0.12
H (-3.908, -2.967, 1.257)  0.13
H (-5.901, -1.783, -1.469)  0.12
H (-5.923, -2.083, 0.290)  0.13
H (-4.356, 0.111, -1.142)  0.11
H (-5.802, 0.352, -0.141)  0.12
H (-4.605, -0.588, 1.816)  0.15
H (-3.061, 1.150, 2.322)  0.12
H (-0.134, 3.199, -0.202)  0.13
H (-0.714, 1.975, -1.351)  0.11
H (1.270, 1.404, 0.862)  0.14
H (3.531, 2.085, -2.331)  0.15
H (3.317, -0.475, -1.924)  0.10
H (2.701, 0.169, -3.461)  0.12
H (0.447, 0.334, -2.601)  0.12
H (1.022, -1.298, -2.212)  0.13
H (0.662, -1.924, 0.093)  0.12
H (0.928, -0.680, 1.326)  0.12
H (2.423, -3.170, -0.780)  0.11
H (4.811, -3.762, -0.860)  0.10
H (6.468, -2.294, 0.244)  0.10
H (5.739, -0.298, 1.442)  0.10
H (4.748, 1.835, 1.572)  0.10
H (3.435, 2.174, 2.721)  0.10

The calculation puts the total energy at -1284.05509 Ha. The LUMO energy is 0.74 eV. As for the spin multiplicity: 1. For the molar mass, the calculation gives 389.5 g mol⁻¹. The energy relative to the best compared isomer or geometry (same formula, charge and spin) comes out at 178.81 kJ/mol.

---

# 3
Density functional theory data (ωB97M-V/def2-TZVPD) for 2 unconnected molecules or ions with the total composition C21H31N4O5.

Each line ends with the Löwdin charge.
Element x y z (Å)
O (-3.198, 1.680, 5.828)  0.05
O (1.635, -5.130, 0.414)  0.11
O (-3.501, 1.879, 1.117)  0.05
O (1.981, -6.335, -1.474)  0.14
O (-0.256, -2.624, -3.951)  -0.02
C (-2.510, 2.179, 4.954)  -0.55
C (1.833, -5.176, -0.789)  -0.41
C (-2.524, 2.534, 1.459)  -0.46
C (1.509, 1.514, 1.205)  -0.06
C (0.215, 1.163, 1.033)  -0.21
C (-1.072, 1.230, -2.631)  -0.08
C (0.127, 1.661, -3.226)  -0.08
C (-1.150, 1.022, -1.241)  -0.03
C (1.264, 1.875, -2.429)  -0.02
C (-0.031, 1.245, -0.408)  -0.14
C (1.174, 1.670, -1.045)  -0.22
N (2.080, 1.808, -0.017)  0.08
N (-2.225, 3.654, 0.793)  0.05
N (-2.416, 1.594, 3.761)  0.12
C (-1.757, 3.464, 5.238)  0.01
C (-1.080, 4.545, 0.988)  -0.05
C (1.515, -3.988, -3.040)  -0.06
C (1.098, -2.592, -3.494)  -0.31
C (-0.746, 0.848, 2.140)  -0.08
C (-0.232, -2.965, -0.752)  0.05
C (1.814, -2.029, 0.101)  0.03
C (1.195, -1.722, -2.241)  -0.05
C (1.952, -3.839, -1.575)  -0.13
C (-1.622, 2.024, 2.600)  -0.21
N (1.182, -2.651, -1.086)  -0.25
H (1.896, -7.054, -0.824)  0.15
H (-0.337, -3.043, -4.829)  0.12
H (2.004, 1.597, 2.168)  0.14
H (-1.950, 1.078, -3.247)  0.11
H (0.167, 1.841, -4.293)  0.10
H (-2.090, 0.716, -0.800)  0.11
H (2.187, 2.220, -2.874)  0.11
H (3.016, 2.180, -0.118)  0.16
H (-2.875, 3.886, 0.057)  0.15
H (-3.016, 0.792, 3.637)  0.16
H (-0.687, 3.275, 5.199)  0.08
H (-2.042, 4.223, 4.511)  0.08
H (-2.024, 3.810, 6.236)  0.09
H (-1.098, 5.330, 0.230)  0.09
H (-0.146, 3.990, 0.888)  0.07
H (-1.126, 5.013, 1.973)  0.08
H (0.670, -4.682, -3.121)  0.14
H (2.334, -4.382, -3.651)  0.14
H (1.760, -2.202, -4.277)  0.16
H (-0.174, 0.487, 2.996)  0.13
H (-1.393, 0.034, 1.810)  0.12
H (-0.293, -3.674, 0.082)  0.12
H (-0.749, -3.402, -1.615)  0.12
H (-0.773, -2.055, -0.465)  0.12
H (2.855, -1.754, -0.102)  0.12
H (1.804, -2.722, 0.951)  0.12
H (1.275, -1.122, 0.397)  0.09
H (0.361, -1.010, -2.211)  0.12
H (2.125, -1.142, -2.267)  0.15
H (3.019, -3.593, -1.565)  0.18
H (-0.952, 2.827, 2.892)  0.12

The calculation puts the total energy at -1413.86488 Ha. The LUMO energy is -2.50 eV. As for the spin multiplicity: 1. For the molar mass, the calculation gives 419.5 g mol⁻¹. Its net charge is +1.

---

# 4
Density functional theory data (ωB97M-V/def2-TZVPD) for a molecular structure, C21H31N6O3Pt.

Each line ends with the Löwdin charge.
Element x y z (Å)
Pt (1.743, 0.984, -0.472)  1.20
C (1.844, 0.233, 4.188)  -0.02
N (2.718, 1.264, 3.639)  -0.14
C (3.547, 2.064, 4.533)  -0.03
C (2.746, 1.430, 2.302)  -0.39
N (2.128, 0.655, 1.469)  -0.01
N (3.495, 2.501, 1.843)  0.17
C (3.896, 2.732, 0.542)  -0.46
N (4.798, 3.738, 0.411)  0.18
N (3.434, 2.055, -0.445)  -0.02
H (1.863, 0.299, 5.270)  0.09
H (2.179, -0.768, 3.906)  0.10
H (0.816, 0.381, 3.852)  0.11
H (3.444, 1.674, 5.540)  0.09
H (3.229, 3.111, 4.559)  0.10
H (4.603, 2.001, 4.264)  0.10
H (1.732, -0.177, 1.878)  0.07
H (3.783, 3.181, 2.524)  0.13
H (5.386, 3.993, 1.185)  0.12
H (5.171, 3.933, -0.502)  0.12
H (3.849, 2.280, -1.339)  0.10
C (6.236, -2.485, -1.416)  -0.09
C (4.889, -1.915, -1.022)  -0.32
O (4.790, -0.513, -1.278)  -0.12
H (6.290, -3.546, -1.168)  0.08
H (7.042, -1.965, -0.898)  0.08
H (6.400, -2.389, -2.492)  0.08
H (4.726, -2.025, 0.051)  0.11
H (4.081, -2.448, -1.533)  0.11
H (4.937, -0.380, -2.220)  0.08
C (-5.735, -3.291, 1.546)  -0.05
C (-5.455, -1.976, 0.873)  -0.23
C (-6.397, -0.958, 0.917)  -0.05
C (-6.159, 0.262, 0.300)  -0.07
C (-4.964, 0.475, -0.359)  -0.04
C (-4.016, -0.543, -0.423)  -0.20
N (-2.772, -0.303, -1.069)  0.10
C (-2.612, 0.231, -2.314)  -0.17
C (-3.690, 0.281, -3.221)  -0.01
C (-3.527, 0.795, -4.484)  -0.06
C (-2.292, 1.288, -4.922)  -0.08
C (-1.227, 1.238, -4.062)  -0.02
C (-1.360, 0.716, -2.763)  -0.08
C (-0.174, 0.702, -1.936)  -0.55
O (0.942, 1.207, -2.331)  -0.16
O (-0.125, 0.197, -0.749)  -0.17
C (-4.249, -1.778, 0.184)  -0.16
C (-3.240, -2.892, 0.109)  -0.03
H (-6.686, -3.261, 2.074)  0.08
H (-4.955, -3.547, 2.265)  0.08
H (-5.780, -4.107, 0.821)  0.09
H (-7.329, -1.122, 1.443)  0.11
H (-6.899, 1.050, 0.347)  0.11
H (-4.750, 1.429, -0.823)  0.12
H (-1.936, -0.400, -0.515)  0.11
H (-4.650, -0.108, -2.915)  0.11
H (-4.377, 0.807, -5.156)  0.11
H (-2.181, 1.689, -5.919)  0.10
H (-0.254, 1.598, -4.365)  0.12
H (-2.451, -2.673, -0.607)  0.07
H (-3.716, -3.825, -0.196)  0.08
H (-2.778, -3.078, 1.082)  0.09

The calculation puts the total energy at -1492.26808 Ha. The LUMO energy is -2.49 eV. As for the spin multiplicity: 1. For the molar mass, the calculation gives 610.6 g mol⁻¹. The energy relative to the best compared isomer or geometry (same formula, charge and spin) comes out at 0.00 kJ/mol. Its net charge is +1.

---

Max |F| readings, ordered: 0.04380, 0.01379, 0.04751, 0.01175 Eh/bohr